# 1
Molecular formula: C25H21Br2IrN5O2S4
Method: DFT, ωB97M-V with the def2-TZVPD basis set

The geometry in XYZ format:
```
60
Properties=species:S:1:pos:R:3:forces:R:3:mulliken_spin:R:1
Ir -0.146821 0.024494 0.075216 0.174 0.954 0.052 0.9008
O 5.660967 -4.295708 3.191489 0.496 -0.155 0.418 0.0001
C 4.688212 -4.213857 2.297354 -0.526 0.048 -0.470 -0.0001
O 4.424673 -5.130319 1.569577 0.157 0.087 0.220 0.0000
C 3.899918 -2.927504 2.199285 -0.193 0.079 -0.109 0.0018
C 2.908154 -2.890547 1.214359 0.306 -0.099 0.195 0.0268
C 2.160981 -1.752953 1.034992 -0.060 0.247 0.098 -0.0333
C 2.357095 -0.621981 1.835822 0.875 -1.402 0.080 -0.0274
C 3.330419 -0.670768 2.839717 -0.363 0.336 -0.243 -0.0003
C 4.091454 -1.813553 3.011347 -0.074 -0.138 -0.122 -0.0014
N 1.528065 0.445781 1.530565 -2.214 0.646 -0.316 -0.0135
C 1.447435 1.554132 2.181855 0.235 -0.685 -0.332 0.0137
C 0.488668 2.543642 1.743321 -0.675 0.783 0.088 -0.0067
C 0.382482 3.799585 2.347009 0.110 -0.588 -0.203 0.0050
C -0.593531 4.676354 1.905237 -0.261 -0.011 -0.259 -0.0029
C -1.426918 4.289498 0.862321 0.244 0.080 0.317 0.0045
C -1.260826 3.029022 0.310269 -0.287 0.125 -0.100 -0.0115
N -0.344183 2.180816 0.746472 0.225 -0.929 -0.416 0.0613
H 5.804140 -3.504114 3.726763 -0.137 -0.080 -0.196 0.0000
H 2.747772 -3.767913 0.606642 0.046 -0.084 -0.050 0.0013
H 1.378312 -1.709349 0.268892 0.434 -0.260 0.137 0.0201
H 3.498680 0.174526 3.487115 0.075 0.117 0.087 0.0003
H 4.830582 -1.814762 3.800772 0.025 0.060 0.028 -0.0001
H 2.040388 1.781579 3.065835 0.194 -0.111 -0.209 -0.0004
H 1.047580 4.066982 3.153341 0.071 0.013 0.075 0.0004
H -0.713516 5.642560 2.372989 0.028 0.053 -0.005 -0.0001
H -2.202311 4.941237 0.493197 -0.044 0.059 -0.054 0.0003
H -1.898634 2.680119 -0.492588 0.014 0.000 0.004 0.0018
Br 1.973688 0.381629 -2.049688 -0.311 0.101 0.359 0.0154
C 2.103078 -1.309278 -3.003648 -0.095 -0.298 -0.077 0.0015
Br 0.708500 -2.523018 -2.464557 0.165 0.002 -0.068 0.0101
H 3.069288 -1.756804 -2.779330 -0.171 0.153 0.078 0.0009
H 1.996307 -1.104087 -4.066966 -0.036 0.062 0.220 0.0004
S -1.598860 -0.906145 1.865272 0.045 0.484 -0.608 0.0194
S -3.862747 -2.657918 3.692809 1.448 -0.387 0.102 0.0199
S -2.247414 -3.669176 3.685161 0.147 1.664 -2.008 0.0489
S -0.815248 -2.681089 2.155586 -1.009 -1.179 1.826 -0.0251
C -2.545716 0.142757 -3.686223 0.242 0.076 0.229 -0.0014
C -1.654529 0.390642 -2.656933 0.036 0.373 -0.485 0.0026
N -1.685830 -0.288148 -1.504831 0.739 0.136 1.461 -0.0239
C -2.644386 -1.192904 -1.336319 -0.110 -0.447 -0.065 0.0088
C -3.624155 -1.469049 -2.287208 0.537 0.443 -0.423 0.0044
C -3.538460 -0.806531 -3.511777 0.031 -0.191 0.535 -0.0003
C -4.657707 -2.465566 -2.024984 -0.428 -0.342 0.278 -0.0011
C -5.418601 -2.574933 -0.928499 0.261 -0.234 -0.602 0.0000
C -5.482355 -1.655337 0.194115 -0.431 0.258 1.115 0.0001
C -6.290837 -1.947462 1.304463 0.341 0.178 -0.297 0.0005
C -6.339644 -0.981691 2.297641 -0.101 -0.300 -0.332 0.0002
N -5.668092 0.147766 2.197245 0.025 1.081 1.160 0.0000
C -4.921878 0.354677 1.134575 -0.525 -0.857 0.126 -0.0007
N -4.807989 -0.508364 0.153961 0.522 0.119 -1.099 -0.0004
H -2.459956 0.683170 -4.615148 0.049 0.115 -0.028 0.0000
H -0.883743 1.142167 -2.761299 0.038 -0.027 0.009 -0.0017
H -2.629079 -1.764480 -0.421893 0.000 0.079 0.049 -0.0192
H -4.247175 -1.011944 -4.299086 -0.087 -0.039 -0.080 -0.0001
H -4.815227 -3.177403 -2.825360 -0.060 -0.100 -0.013 -0.0001
H -6.120370 -3.394271 -0.866192 -0.041 -0.112 -0.130 0.0000
H -6.847497 -2.867125 1.382240 -0.106 -0.099 -0.052 0.0000
H -6.937674 -1.107177 3.190037 -0.098 -0.074 0.069 0.0000
H -4.380073 1.283637 1.057864 0.104 0.215 0.033 0.0002
```
Forces are in eV/Å.

Its net charge is +2. Its relative energy (zero: lowest compared OMol25 entry of this formula, charge and spin) is 77.7 kcal per mole. Its spin multiplicity is 2. As for the frontier orbital gap (alpha / beta): 5.2 / 5.2 eV. The calculation puts the LUMO energy (alpha / beta) at -8.53 / -8.51 eV. The electronic energy comes out at -224060.399 eV. For the largest force on an atom, the calculation gives 2.61 eV/A. The molar mass is 903.77 g/mol. The expectation value of S² is 0.76.


# 2
Molecular formula: C25H21BrCaN2O2
Method: DFT, ωB97M-V with the def2-TZVPD basis set

The geometry in XYZ format:
```
52
Properties=species:S:1:pos:R:3:forces:R:3:lowdin_charge:R:1
C 1.787255 0.411313 -4.713355 0.348 -0.157 0.405 -0.2053
C 2.502241 1.112836 -3.699670 0.214 -0.585 -0.048 -0.2764
C 2.761929 0.195115 -2.631830 0.241 -0.117 -0.589 -0.3248
H 2.792744 2.166158 -3.717541 -0.119 -0.395 -0.016 0.0718
C 2.168084 -1.059200 -2.979564 0.364 0.388 -0.328 -0.2398
C 1.595016 -0.927342 -4.278046 0.379 0.411 0.322 -0.1926
H 1.164248 -1.732615 -4.876547 -0.117 0.346 0.353 0.0741
H 1.484103 0.816807 -5.680648 -0.077 -0.094 0.471 0.0778
H 3.327682 0.416756 -1.724033 -0.323 -0.099 -0.256 0.0806
H 2.219360 -1.974275 -2.384429 -0.089 0.364 -0.170 0.0764
Ca 0.413250 0.903148 -2.082659 -1.002 -0.512 -1.441 1.0044
Br 0.519697 3.523615 -1.455989 0.166 0.604 0.447 -0.3289
C -2.828017 0.795935 -3.212613 0.451 0.093 -0.599 -0.2270
C -2.465041 -0.302976 -4.052782 0.265 0.818 -0.147 -0.2101
C -1.666834 0.204428 -5.122638 -0.512 0.508 0.532 -0.2352
H -2.770667 -1.338610 -3.911953 0.141 0.189 0.028 0.0518
C -1.542290 1.615908 -4.951876 -0.393 -0.558 0.473 -0.2314
C -2.260531 1.984846 -3.769524 0.211 -0.768 -0.189 -0.2424
H -2.348385 2.992042 -3.362468 0.035 -0.268 -0.090 0.0489
H -3.443626 0.731571 -2.319227 0.211 0.011 -0.167 0.0487
H -1.222327 -0.381527 -5.925076 -0.040 0.093 0.175 0.0530
H -1.007537 2.295500 -5.611855 -0.009 -0.116 0.161 0.0541
O -3.000487 -0.667959 -0.260320 0.879 -0.231 0.953 0.0426
C -1.887575 -0.664104 0.238355 0.735 0.350 -0.424 -0.5082
N -1.562850 -1.091248 1.553577 -1.238 -0.327 -0.430 0.1191
C -0.255413 -0.622255 1.948399 -0.032 0.088 0.606 -0.2985
C 0.329190 -0.419024 0.528947 0.816 0.078 -1.272 -0.4836
O 1.542241 -0.346185 0.223324 -1.625 0.191 0.926 -0.0131
N -0.677465 -0.286356 -0.365239 -0.370 -0.545 0.865 0.0406
C -0.379767 0.728317 2.658937 0.303 0.152 0.013 -0.1528
C 0.297650 1.841039 2.165297 -0.138 0.242 -0.094 -0.0144
C 0.052798 3.110897 2.691860 0.067 -0.129 0.176 -0.0693
C -0.799162 3.260256 3.787606 0.028 -0.179 -0.175 -0.1051
C -1.429323 2.132612 4.332328 0.181 -0.246 -0.112 -0.1001
C -1.217278 0.864958 3.774553 0.052 0.552 -0.095 -0.0523
C 0.478769 -1.661468 2.786069 0.074 -0.047 0.118 -0.1281
C 1.145328 -1.371024 3.986067 0.016 -0.310 -0.184 -0.0202
C 1.771313 -2.397299 4.710567 -0.160 0.072 -0.280 -0.0985
C 1.755910 -3.707320 4.224558 -0.095 0.077 -0.130 -0.1186
C 1.104488 -3.995810 3.016722 -0.110 0.418 0.034 -0.0861
C 0.451491 -2.973704 2.317420 0.328 -0.594 0.257 -0.0199
H -2.345416 -1.136496 2.193628 0.276 0.186 0.033 0.1341
H 0.999431 1.738885 1.331739 -0.369 0.065 0.253 0.0972
H 0.534633 3.962590 2.206434 -0.182 -0.191 0.265 0.1004
H -0.973783 4.252309 4.208546 -0.031 -0.287 -0.103 0.0907
H -2.097947 2.232769 5.189842 0.196 0.016 -0.208 0.0895
H -1.703340 -0.014007 4.205982 0.062 0.263 -0.150 0.1133
H 1.171463 -0.345241 4.358771 -0.003 -0.327 -0.133 0.1115
H 2.269603 -2.158165 5.655455 -0.145 -0.129 -0.346 0.0933
H 2.246302 -4.506741 4.783925 -0.108 0.225 -0.149 0.0881
H 1.096916 -5.010696 2.610642 0.010 0.299 0.209 0.0956
H -0.098074 -3.198965 1.400331 0.236 0.112 0.253 0.1251
```
Forces are in eV/Å.

Its net charge is -2. As for the frontier orbital gap: 4.7 eV. The calculation puts the LUMO energy at 4.23 eV. The electronic energy comes out at -121827.069 eV. For the largest force on an atom, the calculation gives 1.88 eV/A. The molar mass is 501.44 g/mol.


# 3
Molecular formula: C25H21Cl6N5O8STi
Method: DFT, ωB97M-V with the def2-TZVPD basis set

The geometry in XYZ format:
```
67
Properties=species:S:1:pos:R:3:forces:R:3:lowdin_charge:R:1
Ti 0.007645 0.071851 1.382466 -0.796 0.684 0.510 1.0542
Cl 0.277982 -2.208299 8.375188 -0.001 0.002 -0.031 0.6991
C 0.043009 -1.894373 6.702991 0.016 0.001 0.024 -0.6997
C 0.957787 -1.108641 6.006074 0.010 0.010 0.005 -0.6883
Cl 2.330636 -0.452815 6.799285 -0.016 0.015 -0.003 0.7154
C 0.757026 -0.855162 4.657309 -0.052 -0.030 0.013 -0.5687
Cl 1.840335 0.122521 3.749773 0.060 -0.136 -0.024 0.8202
C -0.340332 -1.381048 3.977856 -0.043 -0.016 0.193 -0.4155
O -0.532614 -1.156459 2.681374 0.492 0.337 -0.638 -0.2354
C -1.254011 -2.167033 4.684137 -0.014 0.024 -0.041 -0.6042
Cl -2.609103 -2.791057 3.832883 0.011 0.005 0.002 0.7542
C -1.064275 -2.421183 6.037878 -0.022 -0.024 0.016 -0.6910
Cl -2.198988 -3.387947 6.888458 0.015 0.016 -0.014 0.7087
O -3.239806 -3.315483 -5.230927 2.062 0.182 0.847 -0.5747
C -0.747736 -4.349160 -3.917496 1.845 -1.833 -2.001 -0.4211
O -0.279383 -4.560808 -2.559960 -0.965 0.117 1.156 -0.1113
C -0.442994 -3.734295 -1.548817 0.976 -0.224 -0.533 -0.2932
C -1.537755 -2.890527 -1.469240 -0.163 0.160 0.679 -0.0024
C -1.506410 -1.801616 -0.635509 0.005 0.050 -0.210 -0.0473
N -0.397005 -1.495039 0.050537 -0.012 0.066 0.263 -0.0107
C 0.629358 -2.387224 0.060817 0.027 -0.019 -0.167 -0.1797
C 0.629960 -3.546473 -0.652951 0.170 0.072 0.148 0.1217
C 1.839579 -1.837010 0.754814 -0.063 -0.419 -0.228 -0.5237
O 2.750240 -2.462238 1.211331 0.014 0.075 -0.132 0.1550
O 1.758543 -0.490465 0.750104 -0.563 0.215 0.683 -0.2560
H -2.274421 -3.139634 -2.186769 -1.168 0.435 0.580 0.0667
H -2.332015 -1.106988 -0.557985 0.015 0.028 -0.010 0.1321
H 1.485657 -4.206917 -0.638844 0.021 0.038 -0.050 0.1467
C -2.104022 2.084893 -4.272079 -0.066 -0.027 0.046 -0.0461
C -1.442727 0.771302 -3.915684 0.209 0.064 -0.276 -0.1923
C -1.712950 -0.352467 -4.722886 -0.425 0.122 1.108 -0.0189
C -1.098278 -1.530580 -4.384185 0.077 -0.254 -1.906 -0.2711
Cl -1.907965 -3.299161 -4.232437 -2.137 1.132 -0.347 0.9616
C 0.138696 -1.541514 -3.784285 -0.256 0.075 0.697 -0.0877
C 0.421776 -0.460236 -2.963524 -0.034 0.079 -0.357 -0.0107
C -0.483119 0.605582 -2.905924 0.029 -0.351 -0.016 -0.2282
O -0.340130 1.401204 -1.784553 0.155 0.571 -0.027 -0.0542
C -1.412973 2.238847 -1.401326 0.068 -0.285 0.067 -0.0956
C -1.685612 2.164344 0.090615 -0.043 0.489 -0.037 -0.5980
O -2.103597 3.135304 0.677898 -0.055 -0.207 0.085 0.0877
O -1.528338 0.990798 0.675419 0.764 -0.969 -0.210 -0.1927
H -2.287058 2.098393 -5.345894 0.016 0.003 -0.002 0.0851
H -1.468930 2.937609 -4.035308 -0.004 0.010 0.009 0.0806
H -3.068945 2.237138 -3.785361 -0.019 0.002 -0.020 0.0823
H -2.473325 -0.315521 -5.493051 -0.127 -0.028 0.119 0.1240
H 0.760332 -2.431552 -3.857378 -0.149 -0.154 0.271 0.1164
H 1.292056 -0.459457 -2.317972 -0.003 0.023 0.034 0.1095
H -2.345985 1.923249 -1.870295 0.010 0.015 -0.039 0.1303
H -1.209792 3.276830 -1.659896 -0.070 0.024 0.033 0.1422
S 1.102766 2.428533 1.367081 -0.035 -0.220 -0.001 0.8030
C 2.226019 2.585379 0.098494 0.104 0.009 -0.230 -0.7294
N 2.737567 1.633169 -0.659202 0.018 -0.004 0.129 0.0598
C 3.573953 2.163262 -1.729129 0.007 0.019 -0.050 -0.0982
C 3.747105 3.635215 -1.305239 0.026 -0.002 -0.014 -0.1116
N 2.703391 3.777425 -0.291266 -0.071 -0.033 0.045 0.0329
H 2.510647 0.661162 -0.488816 0.005 0.004 -0.021 0.1034
H 3.062329 2.071873 -2.688985 -0.021 0.000 0.021 0.1236
H 4.522007 1.632970 -1.783971 -0.007 -0.003 -0.001 0.1253
H 3.582176 4.321026 -2.132915 0.009 0.002 0.005 0.1199
H 4.733438 3.825660 -0.878921 -0.009 -0.013 0.021 0.1214
H 2.556058 4.602117 0.263250 -0.034 0.025 -0.033 0.1416
N -0.467561 2.146128 4.321516 -0.052 -0.101 0.080 -0.0285
N -1.061948 1.506239 3.182419 0.326 0.186 -0.167 -0.1017
H -1.096903 2.855681 4.682522 0.012 0.031 -0.042 0.0845
H 0.376228 2.611091 4.008282 0.021 -0.028 0.012 0.0201
H -1.548775 2.174994 2.585537 -0.082 -0.012 0.029 0.0588
H -1.748516 0.846591 3.532678 -0.015 -0.025 -0.054 0.0999
```
Forces are in eV/Å.

Its net charge is 0. Its relative energy (zero: lowest compared OMol25 entry of this formula, charge and spin) is 311.6 kcal per mole. As for the frontier orbital gap: 4.5 eV. The calculation puts the LUMO energy at -1.72 eV. The electronic energy comes out at -159173.492 eV. For the largest force on an atom, the calculation gives 3.28 eV/A. The molar mass is 812.12 g/mol.